a.
This record from the Open Molecules 2025 dataset describes a molecular structure, C23H27N3O6S. The level of theory is wB97M-V/def2-TZVPD.

Geometry as XYZ:
```
60
C23H27N3O6S (wB97M-V/def2-TZVPD)
C 3.871 -1.137 0.997
O -4.041 -0.034 -0.353
H -4.361 1.204 2.052
H -4.232 -3.219 -2.068
C -1.442 -1.306 -1.638
C -3.315 1.046 2.111
H 3.951 -1.108 1.854
H 1.362 3.265 2.873
C 2.404 -1.072 0.414
C -0.673 2.220 -0.535
H -0.742 -3.501 -0.562
C -2.573 2.110 1.000
O 1.020 -3.009 1.664
C 2.164 3.253 2.054
H -2.045 2.855 -1.484
C 1.630 2.430 -1.461
S 1.142 -1.587 1.171
H -1.000 -1.226 -2.777
C -0.178 -1.231 -0.821
C 3.308 -0.969 -1.870
O 1.217 1.196 0.840
H 2.006 4.022 1.145
H 2.519 0.976 2.185
C -2.366 -2.161 -1.437
H -1.190 -4.018 -2.243
H -2.346 -4.519 -0.887
C 2.178 -1.029 -1.117
H 3.341 1.764 0.846
N -1.344 1.408 0.470
C -0.217 3.194 -2.546
H 1.743 3.349 -3.290
C -3.388 -0.670 0.615
C 1.057 3.076 -2.537
C 2.536 1.922 1.463
C 4.532 -0.733 -1.347
N 1.157 -1.287 -1.570
H 3.317 -0.878 -2.921
H -2.809 1.102 3.037
H -2.176 -2.306 1.141
H -0.879 0.723 1.178
O 1.137 -0.847 2.602
C 0.733 1.823 -0.160
C -3.009 -2.031 0.396
O -3.142 3.018 0.454
C -3.501 -2.406 -2.107
H -3.740 -2.687 0.460
O -2.850 -0.177 1.633
H -0.632 3.846 -3.180
H 5.721 -0.632 0.433
H 3.108 3.590 2.559
C 4.716 -0.732 0.227
N -0.140 -0.912 0.485
H -3.169 -2.390 -3.248
H 2.639 2.278 -1.207
H 5.483 -0.397 -2.147
C -1.517 -3.636 -1.254
H -1.917 -0.186 -1.539
C -1.155 2.973 -1.521
H 1.004 -1.290 -2.522
H -4.069 -1.401 -2.103
```

Results
- HOMO (hartree) = -0.27683
- multiplicity = 1
- orbital gap (eV) = 6.54
- LUMO level (eV) = -1.0

In the Löwdin picture, each atom carries the following charge in e: number 1, C, carries -0.0139; number 2, O, carries 0.0057; number 3, H, carries 0.1220; number 4, H, carries 0.1072; number 5, C, carries -0.1918; number 6, C, carries 0.0047; number 7, H, carries 0.0050; number 8, H, carries 0.1104; number 9, C, carries -0.2020; number 10, C, carries -0.1542; number 11, H, carries 0.0161; number 12, C, carries -0.2765; number 13, O, carries -0.3106; number 14, C, carries -0.0768; number 15, H, carries 0.0156; number 16, C, carries 0.0539; number 17, S, carries 0.7034; number 18, H, carries 0.1954; number 19, C, carries -0.1301; number 20, C, carries -0.0614; number 21, O, carries -0.1490; number 22, H, carries 0.1266; number 23, H, carries 0.1433; number 24, C, carries -0.5370; number 25, H, carries 0.0733; number 26, H, carries 0.1519; number 27, C, carries -0.3435; number 28, H, carries 0.0674; number 29, N, carries 0.0848; number 30, C, carries -0.1244; number 31, H, carries 0.1012; number 32, C, carries -0.5056; number 33, C, carries -0.1578; number 34, C, carries -0.0993; number 35, C, carries 0.0294; number 36, N, carries 0.1869; number 37, H, carries 0.1079; number 38, H, carries 0.1155; number 39, H, carries 0.1444; number 40, H, carries 0.1467; number 41, O, carries -0.4070; number 42, C, carries -0.2058; number 43, C, carries 0.0729; number 44, O, carries 0.0920; number 45, C, carries -0.1130; number 46, H, carries 0.0598; number 47, O, carries -0.0041; number 48, H, carries 0.0743; number 49, H, carries 0.0854; number 50, H, carries 0.0844; number 51, C, carries -0.0822; number 52, N, carries -0.0113; number 53, H, carries 0.1420; number 54, H, carries 0.0534; number 55, H, carries 0.1841; number 56, C, carries 0.0093; number 57, H, carries 0.1997; number 58, C, carries 0.0158; number 59, H, carries 0.1418; number 60, H, carries 0.1237

=====

b.
This record from the Open Molecules 2025 dataset describes a single C23H27N3O6S molecule. The level of theory is wB97M-V/def2-TZVPD.

Geometry as XYZ:
```
60
C23H27N3O6S (wB97M-V/def2-TZVPD)
N 3.123 -0.111 -2.274
C -2.923 -0.296 1.504
H -7.177 -2.473 0.644
C 2.065 -1.457 -3.995
H -0.815 0.196 5.007
C -0.552 0.438 2.191
C 0.314 -0.250 1.408
O -0.108 1.574 2.784
C 1.014 3.118 -1.527
C -2.777 -0.317 0.030
H -7.667 -0.773 0.504
O 2.286 -0.464 -4.971
C -2.501 -0.025 3.723
H 1.077 -1.312 -3.533
H 2.894 2.896 1.198
H 3.922 -1.935 -0.209
N -3.783 -0.395 3.565
H 1.317 1.017 -3.924
O -6.295 -1.110 2.717
H -2.529 -1.330 -0.287
C -4.071 -0.558 2.233
C 1.695 0.261 1.071
H -0.826 1.989 3.280
H -2.232 1.140 5.496
H -6.916 -1.600 -0.897
H -1.971 0.341 -0.288
C 3.694 -0.891 0.020
C -5.427 -0.949 1.883
O -5.624 -1.107 0.567
H -2.204 -0.602 5.746
C 3.130 -1.424 -2.902
S 0.580 1.493 -1.178
N 2.303 -0.861 0.386
H 2.280 4.623 -0.657
H 4.118 -1.646 -3.345
C 1.886 3.623 -0.618
C 4.056 0.007 -1.172
H 2.887 -2.187 -2.164
C -1.923 0.038 2.455
C 2.300 0.807 -4.372
C 2.222 2.686 0.384
C -1.900 0.193 5.067
C 1.601 1.487 0.216
H 2.272 0.513 1.973
H 4.046 1.052 -0.851
H 2.499 1.525 -5.170
H 4.367 0.773 -3.748
H -3.708 -0.028 -0.448
C 3.371 0.903 -3.285
C 1.483 -1.920 0.200
C -6.930 -1.513 0.186
H 4.299 -0.579 0.880
H 5.091 -0.243 -1.475
O 1.790 -2.958 -0.347
O -0.813 -2.316 0.906
H -4.463 -0.569 4.289
H 0.595 3.603 -2.386
H 3.329 1.892 -2.821
H 2.084 -2.414 -4.519
C 0.144 -1.576 0.846
```

Results
- HOMO (hartree) = -0.30695
- SMILES string = COC(=O)c1[nH]c(C)c(/C(O)=C2\C(=O)C(=O)N(CCN3CCOCC3)[C@H]2c2cccs2)c1C
- multiplicity = 1
- orbital gap (eV) = 8.19
- LUMO level (eV) = -0.2

In the Löwdin picture, each atom carries the following charge in e: number 1, N, carries -0.1798; number 2, C, carries -0.1240; number 3, H, carries 0.0986; number 4, C, carries -0.1819; number 5, H, carries 0.0838; number 6, C, carries -0.1801; number 7, C, carries -0.0678; number 8, O, carries 0.1100; number 9, C, carries -0.3953; number 10, C, carries -0.0105; number 11, H, carries 0.0977; number 12, O, carries -0.1297; number 13, C, carries -0.2292; number 14, H, carries 0.1279; number 15, H, carries 0.1162; number 16, H, carries 0.1245; number 17, N, carries 0.1495; number 18, H, carries 0.0950; number 19, O, carries 0.0984; number 20, H, carries 0.0896; number 21, C, carries -0.1071; number 22, C, carries -0.2265; number 23, H, carries 0.1231; number 24, H, carries 0.0884; number 25, H, carries 0.0946; number 26, H, carries 0.0510; number 27, C, carries -0.1002; number 28, C, carries -0.4409; number 29, O, carries -0.0333; number 30, H, carries 0.0876; number 31, C, carries -0.1530; number 32, S, carries 1.0811; number 33, N, carries -0.0008; number 34, H, carries 0.1002; number 35, H, carries 0.1335; number 36, C, carries -0.1843; number 37, C, carries -0.1739; number 38, H, carries 0.1000; number 39, C, carries -0.0686; number 40, C, carries -0.2049; number 41, C, carries -0.1290; number 42, C, carries -0.0048; number 43, C, carries -0.4665; number 44, H, carries 0.1690; number 45, H, carries 0.1074; number 46, H, carries 0.1266; number 47, H, carries 0.1311; number 48, H, carries 0.0809; number 49, C, carries -0.1740; number 50, C, carries -0.3596; number 51, C, carries -0.0434; number 52, H, carries 0.1321; number 53, H, carries 0.1290; number 54, O, carries 0.0886; number 55, O, carries 0.1252; number 56, H, carries 0.1715; number 57, H, carries 0.0658; number 58, H, carries 0.1127; number 59, H, carries 0.1280; number 60, C, carries -0.2496

=====

Relative to the most stable one, in kJ/mol, the structures come out at a 2123.0; b 0.0.

=====

a.
This record from the Open Molecules 2025 dataset describes a molecular structure, C5H11N. The level of theory is wB97M-V/def2-TZVPD.

Geometry as XYZ:
```
17
C5H11N (wB97M-V/def2-TZVPD)
H -0.420 -1.623 -0.594
H 1.367 -0.839 -0.747
C -0.578 1.817 0.393
H -1.493 1.255 0.558
N -0.960 -1.228 0.262
C 0.117 -1.780 1.164
H -0.412 -2.076 2.128
C 0.678 -0.003 -0.995
H -0.450 2.495 1.237
H 1.093 0.452 -1.951
C 0.743 1.027 0.221
H -0.708 2.426 -0.546
H 0.504 -2.694 0.522
H 1.564 1.749 0.380
H 0.806 0.349 1.096
H -1.141 -0.837 -2.042
C -0.710 -0.490 -1.087
```

Results
- total charge = -1
- HOMO (spin up / spin down) (hartree) = -0.04918 / -0.03177
- multiplicity = 2
- expectation value of S² = 0.760
- orbital gap (spin up / spin down) (eV) = 5.87 / 5.38
- LUMO level (spin up / spin down) (eV) = 4.5 / 4.5

In the Löwdin picture, each atom carries the following charge in e: number 1, H, carries -0.0106; number 2, H, carries 0.0700; number 3, C, carries -0.1673; number 4, H, carries 0.0411; number 5, N, carries -0.1895; number 6, C, carries -0.2479; number 7, H, carries -0.0210; number 8, C, carries -0.3093; number 9, H, carries 0.0426; number 10, H, carries 0.0966; number 11, C, carries -0.2876; number 12, H, carries 0.0666; number 13, H, carries 0.0173; number 14, H, carries 0.0812; number 15, H, carries 0.0378; number 16, H, carries 0.0543; number 17, C, carries -0.2746

=====

b.
This record from the Open Molecules 2025 dataset describes a gas-phase ion, C5H11N (charge -1). The level of theory is wB97M-V/def2-TZVPD.

Geometry as XYZ:
```
17
C5H11N (wB97M-V/def2-TZVPD)
H -1.468 -0.498 -2.404
H -1.056 1.639 -1.338
H 1.086 -1.195 -0.923
C -0.928 -1.306 -1.913
H -1.504 -0.016 0.213
C -0.945 1.410 -0.279
H -1.541 1.975 0.390
H 2.112 0.955 0.547
C 1.798 0.248 1.352
H 0.094 1.292 1.621
H -1.316 -1.646 -0.935
N 0.339 0.271 1.544
H 2.411 0.627 2.223
C 0.069 -0.814 -0.819
C -0.402 0.121 0.244
H 2.150 -0.701 0.975
H -0.541 -2.040 -2.588
```

Results
- total charge = -1
- HOMO (spin up / spin down) (hartree) = -0.02563 / -0.02126
- multiplicity = 2
- expectation value of S² = 0.763
- orbital gap (spin up / spin down) (eV) = 5.13 / 4.97
- LUMO level (spin up / spin down) (eV) = 4.4 / 4.4

In the Löwdin picture, each atom carries the following charge in e: number 1, H, carries 0.0335; number 2, H, carries -0.0218; number 3, H, carries 0.0437; number 4, C, carries -0.1484; number 5, H, carries 0.0839; number 6, C, carries -0.1640; number 7, H, carries -0.0512; number 8, H, carries 0.0607; number 9, C, carries -0.2082; number 10, H, carries 0.0669; number 11, H, carries 0.0502; number 12, N, carries -0.0996; number 13, H, carries 0.0658; number 14, C, carries -0.2061; number 15, C, carries -0.5735; number 16, H, carries 0.0378; number 17, H, carries 0.0302

=====

c.
This record from the Open Molecules 2025 dataset describes a gas-phase ion, C5H11N (charge -1). The level of theory is wB97M-V/def2-TZVPD.

Geometry as XYZ:
```
17
C5H11N (wB97M-V/def2-TZVPD)
H -1.820 2.893 0.530
C 0.580 0.527 0.314
H -2.001 1.667 -0.864
H -1.296 0.368 1.300
H 1.651 -2.307 -1.195
H -0.629 2.795 -0.599
H 1.890 -2.153 0.648
H -1.502 -0.841 -0.520
H 1.583 0.855 0.531
N -0.621 -1.329 -0.642
H 2.753 -1.310 -0.386
C 1.723 -1.681 -0.320
H -0.850 -2.304 -0.577
C -1.401 2.084 -0.070
C 0.561 -0.752 -0.170
C -0.629 1.153 0.898
H -0.339 1.853 1.743
```

Results
- total charge = -1
- HOMO (spin up / spin down) (hartree) = 0.05201 / -0.14404
- multiplicity = 2
- expectation value of S² = 0.750
- orbital gap (spin up / spin down) (eV) = 2.75 / 8.05
- LUMO level (spin up / spin down) (eV) = 4.2 / 4.1

In the Löwdin picture, each atom carries the following charge in e: number 1, H, carries 0.0311; number 2, C, carries -0.1751; number 3, H, carries 0.0296; number 4, H, carries 0.0635; number 5, H, carries 0.0245; number 6, H, carries 0.0883; number 7, H, carries 0.0444; number 8, H, carries 0.0067; number 9, H, carries 0.0719; number 10, N, carries 0.0250; number 11, H, carries 0.0417; number 12, C, carries -0.2775; number 13, H, carries -0.0176; number 14, C, carries -0.1951; number 15, C, carries -0.4914; number 16, C, carries -0.3680; number 17, H, carries 0.0982

=====

Relative to the most stable one, in kJ/mol, the structures come out at a 456.3; b 359.6; c 0.0.